Computed, not measured: a molecular structure, C24H14Br2F3N4O5Pd, with ωB97M-V with the def2-TZVPD basis set.

Values from the calculation:
- Net charge: +1
- Energy: -7093.468471 a.u.
- HOMO (alpha / beta): -0.414 / -0.412 Eh
- Energy above the lowest of the compared OMol25 structures with the same formula, charge and spin: 0.0 kJ/mol
- Spin multiplicity: 5
- Maximum force: 0.72 eV/Å
- <S²>: 6.08

Each line ends with the Mulliken charge.
Atoms and positions in Å:
Pd (-0.08177, 0.02498, 0.58306)  0.255
O (-0.11764, 0.07679, -4.25564)  -0.631
C (1.19942, -0.09687, -4.37671)  0.371
C (1.71094, -0.20023, -5.67233)  -0.784
C (3.05802, -0.38238, -5.86077)  -0.258
C (3.94759, -0.47164, -4.77708)  -0.878
C (3.46140, -0.37486, -3.50443)  -0.153
C (2.07515, -0.18172, -3.26696)  0.059
C (1.55036, -0.09254, -1.93391)  1.374
O (0.36205, 0.14617, -1.66402)  -0.875
N (2.54799, -0.31633, -0.90224)  -0.618
N (1.99767, -0.25264, 0.27460)  0.733
C (2.67293, -0.68806, 1.30653)  -0.588
C (2.03391, -0.60358, 2.62202)  0.783
C (2.73323, -0.99468, 3.74846)  -0.877
C (2.11203, -0.88130, 4.99225)  -0.373
C (0.83264, -0.37586, 5.04767)  -0.825
C (0.19303, -0.01125, 3.85809)  -0.115
N (0.76626, -0.12961, 2.67813)  0.201
H (-0.33527, 0.14071, -3.30633)  0.334
H (1.02384, -0.12982, -6.50368)  0.464
H (3.44166, -0.45841, -6.87018)  0.393
H (5.00302, -0.62017, -4.95236)  0.424
H (4.12502, -0.44392, -2.65631)  0.445
H (3.65636, -1.13062, 1.18433)  0.397
H (3.73934, -1.37988, 3.65748)  0.446
H (2.62916, -1.18711, 5.89101)  0.448
H (0.31107, -0.26633, 5.98765)  0.415
H (-0.82067, 0.36901, 3.86404)  0.510
Br (-0.41504, 5.37335, 0.53925)  -0.039
C (-1.78844, 4.13434, 0.52394)  -0.371
C (-3.10629, 4.55083, 0.44444)  -0.397
C (-4.14351, 3.63569, 0.43579)  0.052
Br (-5.88300, 4.27714, 0.31255)  -0.116
C (-3.90117, 2.21860, 0.52260)  0.696
C (-4.90795, 1.23665, 0.54018)  -0.545
C (-4.55842, -0.08596, 0.64167)  -1.025
C (-3.20573, -0.43222, 0.72171)  -0.402
N (-2.25258, 0.48290, 0.69661)  0.272
C (-2.57744, 1.78296, 0.59872)  -0.057
C (-1.44402, 2.73276, 0.58149)  1.105
O (-0.27038, 2.33698, 0.61975)  -0.553
H (-3.32813, 5.60706, 0.38693)  0.457
H (-5.94598, 1.53145, 0.47510)  0.356
H (-5.30871, -0.86310, 0.65822)  0.452
H (-2.86837, -1.45731, 0.81616)  0.622
F (0.85295, -4.45214, 1.95016)  -0.262
C (-0.04531, -4.31448, 0.94771)  0.781
F (0.21778, -5.23962, 0.03298)  -0.243
F (-1.25834, -4.56263, 1.45698)  -0.252
C (0.07318, -2.87593, 0.38471)  0.547
O (0.78478, -2.68652, -0.58438)  -0.555
O (-0.54859, -2.01867, 1.10437)  -0.599